Record 1
Density functional theory data (the ωB97M-V functional and the def2-TZVPD basis) for CHIOS2 as an isolated structure.

As for the LUMO energy: -0.56 eV. Its HOMO-LUMO gap is 9.1 eV. The highest occupied orbital energy comes out at -0.355 Ha. The total energy comes out at -32870.13101 eV. The multiplicity is 1.

Element x y z (Å)
C: -0.191 0.612 0.063
O: 0.105 -1.799 -1.259
S: -1.082 -0.341 1.272
S: 0.508 -1.107 -0.046
I: 1.471 1.806 0.830
H: -0.811 0.828 -0.860

Need the Mulliken charges? In units of e they are: atom 1 (C): -0.4196, atom 2 (O): -0.4656, atom 3 (S): -0.1120, atom 4 (S): 0.4581, atom 5 (I): 0.1181, atom 6 (H): 0.4210



Record 2
Density functional theory data (the ωB97M-V functional and the def2-TZVPD basis) for CHInO3 as an isolated structure.

As for the total charge: +2. As for the LUMO energy: -16.92 eV. Its HOMO-LUMO gap is 3.5 eV. The highest occupied orbital energy comes out at -0.752 Ha. The total energy comes out at -12343.63179 eV. The multiplicity is 1.

Element x y z (Å)
In: -38.982 -18.936 0.266
O: -44.796 -18.062 -2.600
C: -43.468 -18.147 -2.599
O: -42.865 -19.035 -3.229
O: -42.914 -17.533 -1.667
H: -44.899 -18.659 -3.345

Need the Mulliken charges? In units of e they are: atom 1 (In): 1.0029, atom 2 (O): -0.2007, atom 3 (C): 0.8076, atom 4 (O): 0.0001, atom 5 (O): 0.0117, atom 6 (H): 0.3784



Record 3
Density functional theory data (the ωB97M-V functional and the def2-TZVPD basis) for CHInO3 as an isolated structure.

As for the total charge: +2. As for the LUMO energy: -16.88 eV. Its HOMO-LUMO gap is 4.5 eV. The highest occupied orbital energy comes out at -0.787 Ha. The total energy comes out at -12340.86432 eV. The multiplicity is 1.

Element x y z (Å)
In: -1.002 -2.138 0.395
O: 1.054 1.028 0.060
C: -0.113 0.462 -0.296
O: -0.258 -0.687 0.193
O: -1.004 0.983 -1.036
H: 1.324 0.352 0.685

Need the Mulliken charges? In units of e they are: atom 1 (In): 1.4722, atom 2 (O): -0.2254, atom 3 (C): 0.8929, atom 4 (O): -0.2923, atom 5 (O): -0.2192, atom 6 (H): 0.3716



Record 4
Density functional theory data (the ωB97M-V functional and the def2-TZVPD basis) for CHLiO2 as an isolated structure.

As for the LUMO energy: -0.70 eV. Its HOMO-LUMO gap is 6.9 eV. The highest occupied orbital energy comes out at -0.278 Ha. The total energy comes out at -5351.78524 eV. The multiplicity is 1.

Element x y z (Å)
H: -1.315 0.724 -0.260
O: -0.795 -0.141 0.148
C: 0.247 0.766 0.258
O: 1.315 0.223 -0.081
Li: 0.548 -1.573 -0.066

Need the Mulliken charges? In units of e they are: atom 1 (H): 0.4205, atom 2 (O): -0.3682, atom 3 (C): -0.3573, atom 4 (O): -0.5478, atom 5 (Li): 0.8528



Record 5
Density functional theory data (the ωB97M-V functional and the def2-TZVPD basis) for CHLiO2Rh as an isolated structure.

Its expectation value of S² is 6.01. As for the total charge: +3. As for the LUMO energy (alpha / beta): -16.67 / -20.77 eV. Its HOMO-LUMO gap (alpha / beta) is 11.8 / 7.4 eV. The highest occupied orbital energy (alpha / beta) comes out at -1.047 / -1.035 Ha. The total energy comes out at -8317.01909 eV. The multiplicity is 5.

Element x y z (Å)
O: -2.281 0.083 -0.252
C: -1.240 0.544 -0.441
H: 0.310 0.915 0.385
O: 0.823 -0.019 0.032
Li: -0.231 -1.544 0.484
Rh: 2.619 0.022 -0.209

Need the Mulliken charges? In units of e they are: atom 1 (O): 0.0766, atom 2 (C): 0.3401, atom 3 (H): 0.5352, atom 4 (O): -0.6945, atom 5 (Li): 0.9331, atom 6 (Rh): 1.8094



Record 6
Density functional theory data (the ωB97M-V functional and the def2-TZVPD basis) for CHN2O3 as an isolated structure.

As for the total charge: +1. As for the LUMO energy: -7.60 eV. Its HOMO-LUMO gap is 10.4 eV. The highest occupied orbital energy comes out at -0.663 Ha. The total energy comes out at -10161.80186 eV. The multiplicity is 1.

Element x y z (Å)
C: -0.277 0.947 -0.534
N: -0.703 0.245 0.406
N: 0.677 -0.961 0.254
O: 0.061 1.679 -1.343
O: 0.823 -1.664 1.121
O: 0.944 -0.574 -0.800
H: -1.526 0.328 0.896

Need the Mulliken charges? In units of e they are: atom 1 (C): 0.6706, atom 2 (N): -0.2999, atom 3 (N): 1.0869, atom 4 (O): -0.1550, atom 5 (O): -0.2271, atom 6 (O): -0.3165, atom 7 (H): 0.2410



Record 7
Density functional theory data (the ωB97M-V functional and the def2-TZVPD basis) for an isolated ion of composition CHN2O3P and charge -2.

As for the total charge: -2. As for the LUMO energy: 7.80 eV. Its HOMO-LUMO gap is 7.1 eV. The highest occupied orbital energy comes out at 0.026 Ha. The total energy comes out at -19463.05126 eV. The multiplicity is 1. The SMILES is O=P([O-])([O-])C1N=N1.

Element x y z (Å)
O: -0.841 -1.935 -0.074
P: -1.124 -0.417 -0.129
O: -1.809 0.133 1.110
O: -1.466 0.093 -1.516
C: 0.835 0.268 0.287
N: 1.841 0.181 -0.617
N: 1.527 1.400 -0.433
H: 1.035 0.277 1.372

Need the Mulliken charges? In units of e they are: atom 1 (O): -0.8268, atom 2 (P): 0.8275, atom 3 (O): -0.8049, atom 4 (O): -0.7777, atom 5 (C): 0.0761, atom 6 (N): -0.3967, atom 7 (N): -0.3895, atom 8 (H): 0.2920



Record 8
Density functional theory data (the ωB97M-V functional and the def2-TZVPD basis) for a single CHN3O3 molecule.

As for the LUMO energy: -0.12 eV. Its HOMO-LUMO gap is 9.6 eV. The highest occupied orbital energy comes out at -0.355 Ha. The total energy comes out at -11659.21010 eV. The multiplicity is 1. The SMILES is ON=c1onno1.

Element x y z (Å)
O: -2.108 -0.450 -0.234
N: -1.080 0.555 -0.044
C: 0.129 0.127 0.151
O: 1.084 1.083 0.070
N: 2.248 0.328 -0.258
N: 1.951 -0.902 -0.129
O: 0.662 -1.059 0.191
H: -2.886 0.318 0.253

Need the Mulliken charges? In units of e they are: atom 1 (O): -0.4028, atom 2 (N): -0.3796, atom 3 (C): 0.5763, atom 4 (O): -0.1481, atom 5 (N): 0.0024, atom 6 (N): 0.0262, atom 7 (O): -0.1003, atom 8 (H): 0.4259



Record 9
Density functional theory data (the ωB97M-V functional and the def2-TZVPD basis) for CHN3O3 as an isolated structure.

As for the LUMO energy (alpha / beta): -2.26 / -2.26 eV. Its HOMO-LUMO gap (alpha / beta) is 9.7 / 9.7 eV. The highest occupied orbital energy (alpha / beta) comes out at -0.439 / -0.439 Ha. The total energy comes out at -11657.32535 eV. The multiplicity is 1.

Element x y z (Å)
C: 2.435 -0.619 -0.101
N: 3.400 -1.125 -0.313
N: 1.009 0.119 0.806
N: 0.967 1.349 0.143
O: 1.871 2.073 0.122
O: -0.130 1.680 -0.290
O: -0.237 -0.509 0.646
H: -0.754 0.247 0.190

Need the Mulliken charges? In units of e they are: atom 1 (C): 0.2430, atom 2 (N): -0.2506, atom 3 (N): -0.0078, atom 4 (N): 1.0900, atom 5 (O): -0.5200, atom 6 (O): -0.6294, atom 7 (O): -0.3418, atom 8 (H): 0.4165



Record 10
Density functional theory data (the ωB97M-V functional and the def2-TZVPD basis) for a single CHN3S molecule.

As for the LUMO energy (alpha / beta): -2.39 / -2.40 eV. Its HOMO-LUMO gap (alpha / beta) is 7.0 / 6.9 eV. The highest occupied orbital energy (alpha / beta) comes out at -0.343 / -0.343 Ha. The total energy comes out at -16353.40735 eV. The multiplicity is 1. The SMILES is S=C1N=NN1.

Element x y z (Å)
S: 0.710 -1.256 -1.629
C: 0.548 -0.315 -0.278
N: 1.309 0.187 0.659
N: -0.204 0.868 1.193
N: -0.698 0.235 0.188
H: -1.665 0.281 -0.133

Need the Mulliken charges? In units of e they are: atom 1 (S): -0.2670, atom 2 (C): 0.3605, atom 3 (N): -0.3774, atom 4 (N): -0.1114, atom 5 (N): 0.1531, atom 6 (H): 0.2423



Record 11
Density functional theory data (the ωB97M-V functional and the def2-TZVPD basis) for an isolated ion of composition CHN4 and charge -1.

As for the total charge: -1. As for the LUMO energy: 5.11 eV. Its HOMO-LUMO gap is 9.1 eV. The highest occupied orbital energy comes out at -0.146 Ha. The total energy comes out at -7012.69008 eV. The multiplicity is 1.

Element x y z (Å)
C: -0.500 0.106 -0.064
N: -2.451 0.756 0.018
N: -1.268 -0.964 0.019
N: -1.186 1.280 0.006
N: -2.526 -0.700 -0.009
H: 0.612 0.093 0.217

Need the Mulliken charges? In units of e they are: atom 1 (C): -0.0182, atom 2 (N): -0.2976, atom 3 (N): -0.2726, atom 4 (N): -0.3359, atom 5 (N): -0.3526, atom 6 (H): 0.2770



Record 12
Density functional theory data (the ωB97M-V functional and the def2-TZVPD basis) for an isolated ion of composition CHN4S3 and charge -1.

As for the total charge: -1. As for the LUMO energy: 2.78 eV. Its HOMO-LUMO gap is 6.6 eV. The highest occupied orbital energy comes out at -0.140 Ha. The total energy comes out at -39518.91801 eV. The multiplicity is 1. The SMILES is [S-]c1nnnn1SS.

Element x y z (Å)
S: 0.382 2.016 -0.776
C: -0.675 1.042 -0.120
N: -1.908 1.093 0.391
N: -2.408 -0.151 0.495
N: -1.531 -1.081 0.200
N: -0.424 -0.527 -0.187
S: 0.919 -1.215 -0.801
S: 2.714 -1.242 0.460
H: 2.932 0.067 0.339

Need the Mulliken charges? In units of e they are: atom 1 (S): -0.5171, atom 2 (C): 0.3097, atom 3 (N): -0.3469, atom 4 (N): -0.3067, atom 5 (N): -0.3243, atom 6 (N): 0.3745, atom 7 (S): -0.0830, atom 8 (S): -0.2642, atom 9 (H): 0.1578



Record 13
Density functional theory data (the ωB97M-V functional and the def2-TZVPD basis) for a 3-piece molecular cluster, CHN5O overall.

As for the LUMO energy: 1.15 eV. Its HOMO-LUMO gap is 12.2 eV. The highest occupied orbital energy comes out at -0.407 Ha. The total energy comes out at -10552.77392 eV. The multiplicity is 1. The SMILES is N=C=O.N#N.N#N.

Element x y z (Å)
N: 0.179 0.416 0.823
C: -0.240 -0.664 0.539
O: -0.618 -1.754 0.490
H: 0.414 1.226 0.295
N: -2.210 0.482 -0.790
N: -3.196 0.502 -0.308
N: 3.149 -0.544 -0.427
N: 2.523 0.336 -0.623

Need the Mulliken charges? In units of e they are: atom 1 (N): -0.5082, atom 2 (C): 0.6125, atom 3 (O): -0.4079, atom 4 (H): 0.3331, atom 5 (N): 0.0662, atom 6 (N): -0.0811, atom 7 (N): -0.1011, atom 8 (N): 0.0865



Record 14
Density functional theory data (the ωB97M-V functional and the def2-TZVPD basis) for a single CHN5O2 molecule.

As for the LUMO energy: -1.25 eV. Its HOMO-LUMO gap is 10.2 eV. The highest occupied orbital energy comes out at -0.421 Ha. The total energy comes out at -12593.38831 eV. The multiplicity is 1. The SMILES is O=[N+]([O-])c1nn[nH]n1.

Element x y z (Å)
O: 1.894 -1.096 -0.114
N: 1.377 0.001 -0.095
O: 1.978 1.108 0.224
C: -0.014 0.047 -0.090
N: -0.688 -1.049 0.093
N: -1.914 -0.787 0.164
N: -1.943 0.521 -0.065
N: -0.838 1.116 -0.147
H: -2.848 1.015 0.006

Need the Mulliken charges? In units of e they are: atom 1 (O): -0.4415, atom 2 (N): 0.7839, atom 3 (O): -0.4831, atom 4 (C): 0.4762, atom 5 (N): -0.0151, atom 6 (N): -0.5245, atom 7 (N): 0.4231, atom 8 (N): -0.4917, atom 9 (H): 0.2726



Record 15
Density functional theory data (the ωB97M-V functional and the def2-TZVPD basis) for a single CHNO2 molecule.

As for the LUMO energy: -0.29 eV. Its HOMO-LUMO gap is 8.7 eV. The highest occupied orbital energy comes out at -0.329 Ha. The total energy comes out at -6633.77875 eV. The multiplicity is 1. The SMILES is O=C=[NH+][O-].

Element x y z (Å)
O: -1.893 -0.274 0.119
C: -0.760 -0.135 0.196
N: 0.401 0.136 -0.189
O: 1.341 0.949 0.244
H: 0.912 -0.676 -0.370

Need the Mulliken charges? In units of e they are: atom 1 (O): -0.2521, atom 2 (C): 0.4960, atom 3 (N): 0.0757, atom 4 (O): -0.5808, atom 5 (H): 0.2613



Record 16
Density functional theory data (the ωB97M-V functional and the def2-TZVPD basis) for a single CHNO2 molecule.

As for the LUMO energy: 0.56 eV. Its HOMO-LUMO gap is 10.8 eV. The highest occupied orbital energy comes out at -0.375 Ha. The total energy comes out at -6634.48211 eV. The multiplicity is 1. The SMILES is O=C1NO1.

Element x y z (Å)
O: -0.891 -1.500 0.398
C: -0.409 -0.607 -0.150
N: 0.115 1.041 0.181
O: 0.138 0.095 -1.024
H: 1.047 0.971 0.595

Need the Mulliken charges? In units of e they are: atom 1 (O): -0.3176, atom 2 (C): 0.7079, atom 3 (N): -0.4052, atom 4 (O): -0.2073, atom 5 (H): 0.2221



Record 17
Density functional theory data (the ωB97M-V functional and the def2-TZVPD basis) for a single CHNO3 molecule.

As for the LUMO energy (alpha / beta): -1.15 / -1.15 eV. Its HOMO-LUMO gap (alpha / beta) is 8.7 / 8.7 eV. The highest occupied orbital energy (alpha / beta) comes out at -0.362 / -0.362 Ha. The total energy comes out at -8682.47758 eV. The multiplicity is 1. The SMILES is O=NC(=O)O.

Element x y z (Å)
O: 1.373 1.469 -0.419
N: 1.111 0.584 0.362
C: 0.010 -0.527 -0.038
O: 0.390 -1.624 -0.095
O: -1.293 -0.295 -0.235
H: -1.591 0.393 0.425

Need the Mulliken charges? In units of e they are: atom 1 (O): -0.2270, atom 2 (N): 0.1270, atom 3 (C): 0.5429, atom 4 (O): -0.3681, atom 5 (O): -0.4145, atom 6 (H): 0.3398



Record 18
Density functional theory data (the ωB97M-V functional and the def2-TZVPD basis) for CHNO3S as an isolated structure.

As for the LUMO energy: -0.53 eV. Its HOMO-LUMO gap is 10.1 eV. The highest occupied orbital energy comes out at -0.389 Ha. The total energy comes out at -19516.20057 eV. The multiplicity is 1.

Element x y z (Å)
C: 1.995 0.241 0.158
N: 1.003 0.246 -0.462
O: 0.121 0.291 -1.244
O: -2.494 -1.150 -0.322
O: -1.515 0.563 1.125
S: -2.039 0.230 -0.174
H: 2.931 -0.422 0.919

Need the Mulliken charges? In units of e they are: atom 1 (C): -0.1206, atom 2 (N): 0.4948, atom 3 (O): -0.6338, atom 4 (O): -0.4217, atom 5 (O): -0.4368, atom 6 (S): 0.7810, atom 7 (H): 0.3372



Record 19
Density functional theory data (the ωB97M-V functional and the def2-TZVPD basis) for a 2-piece molecular cluster, CHNO4 overall.

As for the LUMO energy (alpha / beta): -1.02 / -1.01 eV. Its HOMO-LUMO gap (alpha / beta) is 9.0 / 9.0 eV. The highest occupied orbital energy (alpha / beta) comes out at -0.370 / -0.370 Ha. The total energy comes out at -10728.35995 eV. The multiplicity is 1.

Element x y z (Å)
C: 1.688 -0.600 0.039
N: -1.860 1.693 -0.376
O: 1.939 -0.253 1.081
O: 1.467 -1.005 -0.984
O: -0.923 -0.306 0.377
O: -0.922 1.298 0.095
H: -1.390 -0.828 -0.233

Need the Mulliken charges? In units of e they are: atom 1 (C): 0.6955, atom 2 (N): 0.1756, atom 3 (O): -0.3475, atom 4 (O): -0.3468, atom 5 (O): -0.5803, atom 6 (O): 0.0917, atom 7 (H): 0.3117



Record 20
Density functional theory data (the ωB97M-V functional and the def2-TZVPD basis) for a single CHNS4 molecule.

As for the LUMO energy (alpha / beta): -0.55 / -0.55 eV. Its HOMO-LUMO gap (alpha / beta) is 7.3 / 7.3 eV. The highest occupied orbital energy (alpha / beta) comes out at -0.287 / -0.287 Ha. The total energy comes out at -45881.95953 eV. The multiplicity is 1.

Element x y z (Å)
C: -0.580 0.017 0.134
N: -0.158 1.175 0.190
S: 1.358 -1.557 0.248
S: 1.390 1.750 0.239
S: 2.427 -0.100 -0.532
S: -1.872 -1.079 0.247
H: -2.564 -0.206 -0.526

Need the Mulliken charges? In units of e they are: atom 1 (C): 0.4892, atom 2 (N): -0.2911, atom 3 (S): -0.2102, atom 4 (S): 0.0414, atom 5 (S): -0.0725, atom 6 (S): -0.1185, atom 7 (H): 0.1616